Entry 1:
# C3H4OS

A cluster of 2 separate species, C3H4OS in total in a non-equilibrium geometry (ωB97M-V/def2-TZVPD, the Open Molecules 2025 dataset).

Element x y z (Å)
C -0.73 -0.68 -0.85
C -0.01 0.26 -0.15
C 1.55 2.40 0.60
O 0.09 1.53 -0.38
S 1.70 3.87 0.05
H -0.56 -1.70 -0.54
H -1.43 -0.65 -1.62
H 0.24 -0.21 0.79
H 1.89 1.49 1.06

Values from the calculation:
- calculated total energy (eV) = -16054.0609
- E_HOMO (Eh) = -0.289
- lowest unoccupied orbital energy (eV) = -1.55
- frontier orbital gap (eV) = 6.31
- energy relative to the best compared isomer or geometry (same formula, charge and spin) (kJ/mol) = 390.7
- total charge = 0

These are the natural (NBO) partial charges, in e, on atoms 1 to 6:
1 C -0.55
2 C 0.13
3 C -0.06
4 O -0.59
5 S 0.31
6 H 0.18

Entry 2:
# C5H11O2

A cluster of 2 separate species, C5H11O2 in total in a non-equilibrium geometry (ωB97M-V/def2-TZVPD, the Open Molecules 2025 dataset).

Element x y z (Å)
C 0.95 -2.16 -0.60
C 1.06 -2.77 0.80
H 0.28 -1.23 -0.77
H 1.92 -1.71 -0.99
H 0.87 -2.78 -1.31
H 1.61 -2.09 1.52
H 1.39 -3.78 0.97
H 0.02 -3.01 1.18
C -0.29 1.66 -0.30
C -1.06 2.94 -0.73
C -1.07 0.90 0.92
O -0.38 0.09 1.52
O -2.24 1.17 1.17
H -0.29 0.95 -1.09
H 0.71 1.92 0.13
H -2.05 2.93 -0.63
H -0.74 3.19 -1.87
H -0.69 3.77 0.06

Values from the calculation:
- calculated total energy (eV) = -9454.4367
- E_HOMO (spin up / spin down) (Eh) = -0.386 / -0.380
- lowest unoccupied orbital energy (spin up / spin down) (eV) = 0.81 / -3.36
- frontier orbital gap (spin up / spin down) (eV) = 11.33 / 6.99
- 2S+1 = 2
- energy relative to the best compared isomer or geometry (same formula, charge and spin) (kJ/mol) = 194.1
- total charge = 0

These are the natural (NBO) partial charges, in e, on atoms 1 to 6:
1 C -0.59
2 C -0.63
3 H 0.19
4 H 0.20
5 H 0.19
6 H 0.21

Entry 3:
# C46H38N9O5STi

A structure of composition C46H38N9O5STi in a non-equilibrium geometry (ωB97M-V/def2-TZVPD, the Open Molecules 2025 dataset).

Element x y z (Å)
Ti 1.59 1.60 -0.41
O -1.65 4.11 -2.01
C -0.71 3.31 -1.78
N -0.15 3.07 -0.58
C -0.62 3.62 0.57
C -1.71 4.50 0.71
C -1.97 5.15 1.95
C -1.12 4.93 3.05
C -0.10 4.01 2.92
C 0.16 3.28 1.72
N 1.23 2.41 1.56
C 1.82 1.84 2.66
O 1.20 1.61 3.73
C 3.30 1.60 2.69
C 3.94 1.62 3.94
C 5.31 1.50 4.01
C 5.96 1.34 2.82
C 5.26 1.44 1.60
N 3.95 1.57 1.53
C -0.15 2.47 -2.88
C -0.57 2.72 -4.18
C -0.18 1.86 -5.25
C 0.59 0.77 -4.90
C 0.95 0.58 -3.56
N 0.73 1.45 -2.57
H -2.34 4.66 -0.14
H -2.80 5.83 2.05
H -1.10 5.52 4.00
H 0.63 3.85 3.72
H 3.30 1.73 4.82
H 5.83 1.63 4.98
H 7.02 1.41 2.81
H 5.82 1.42 0.70
H -1.23 3.57 -4.29
H -0.49 2.05 -6.29
H 0.84 -0.03 -5.60
H 1.40 -0.37 -3.21
C 4.86 4.23 -1.39
C 3.95 3.07 -1.39
N 2.68 3.21 -0.98
O 2.22 4.51 -0.91
C 4.13 1.73 -1.92
C 5.23 1.18 -2.75
N 3.09 0.93 -1.53
O 3.04 -0.29 -2.03
H 4.31 5.07 -1.01
H 5.21 4.44 -2.40
H 5.83 4.05 -0.91
H 1.24 4.48 -0.75
H 4.83 0.43 -3.45
H 5.91 0.61 -2.13
H 5.76 1.97 -3.24
N -5.80 -3.04 -0.47
C -7.02 -3.54 0.06
C -7.90 -4.56 -0.24
C -9.16 -4.57 0.35
C -9.42 -3.69 1.40
C -8.53 -2.69 1.78
C -7.33 -2.60 1.07
N -6.37 -1.62 1.12
C -5.45 -1.93 0.23
C -4.22 -1.18 -0.02
C -3.33 -1.46 -1.08
C -2.14 -0.66 -1.17
N -1.82 0.25 -0.24
C -2.63 0.43 0.81
C -3.88 -0.20 0.96
H -5.23 -3.55 -1.11
H -7.63 -5.39 -0.94
H -9.98 -5.20 0.04
H -10.41 -3.78 1.90
H -8.75 -2.03 2.61
H -3.44 -2.22 -1.83
H -1.43 -0.85 -1.96
H -2.28 1.11 1.58
H -4.60 0.12 1.76
O 1.35 -0.41 0.17
S 2.11 -1.76 0.07
C 2.02 -2.81 1.57
C 1.74 -2.17 2.75
C 1.88 -2.83 3.95
C 2.43 -4.12 3.90
C 2.81 -4.74 2.75
C 2.60 -4.03 1.56
C 1.14 -2.82 -1.00
C 1.76 -3.13 -2.22
C 0.98 -3.68 -3.23
C -0.30 -4.12 -2.96
C -0.86 -3.90 -1.73
C -0.15 -3.28 -0.69
H 1.50 -1.10 2.73
H 1.61 -2.31 4.86
H 2.66 -4.61 4.86
H 3.31 -5.71 2.81
H 2.99 -4.37 0.59
H 2.81 -2.87 -2.32
H 1.47 -3.84 -4.17
H -0.90 -4.61 -3.73
H -1.91 -4.01 -1.57
H -0.53 -3.18 0.35

Values from the calculation:
- calculated total energy (eV) = -105916.1291
- E_HOMO (spin up / spin down) (Eh) = -0.240 / -0.240
- lowest unoccupied orbital energy (spin up / spin down) (eV) = -0.03 / -0.41
- frontier orbital gap (spin up / spin down) (eV) = 6.49 / 6.13
- 2S+1 = 2
- energy relative to the best compared isomer or geometry (same formula, charge and spin) (kJ/mol) = 0.0
- total charge = 0

These are the Löwdin partial charges, in e, on atoms 1 to 6:
1 Ti 1.08
2 O 0.02
3 C -0.46
4 N -0.01
5 C -0.25
6 C -0.01

Entry 4:
# C31H91N13O15

A cluster of 15 separate species, C31H91N13O15 in total in a non-equilibrium geometry (ωB97M-V/def2-TZVPD, the Open Molecules 2025 dataset).

Element x y z (Å)
C 4.50 13.74 -11.02
C 3.22 13.83 -11.89
C 2.95 12.34 -12.34
C 1.52 12.19 -12.79
C 0.48 12.60 -11.68
C 0.65 14.06 -11.22
N 2.09 14.36 -11.10
O 2.24 15.70 -10.71
C -0.18 15.05 -12.03
C 0.11 13.98 -9.79
C 3.41 14.77 -13.17
H 4.94 14.71 -10.80
H 5.20 13.03 -11.46
H 4.28 13.29 -10.05
H 3.59 12.10 -13.18
H 3.30 11.58 -11.65
H 1.38 11.15 -13.10
H 1.39 12.80 -13.69
H 0.35 11.78 -10.96
H -0.45 12.47 -12.24
H -1.25 14.85 -12.06
H 0.12 16.00 -11.60
H 0.17 14.98 -13.06
H -0.97 14.07 -9.68
H 0.54 13.09 -9.31
H 0.45 14.81 -9.17
H 3.72 15.76 -12.84
H 2.48 14.92 -13.72
H 4.06 14.43 -13.97
H 2.19 15.71 -9.76
C -1.81 11.46 -14.70
O -2.25 11.41 -13.52
N -2.13 12.34 -15.58
N -1.06 10.54 -15.25
H -1.83 12.21 -16.53
H -2.57 13.18 -15.23
H -0.96 10.62 -16.25
H -0.64 9.86 -14.63
C 5.10 18.33 -13.20
O 4.87 18.61 -14.35
N 4.19 18.31 -12.22
N 6.34 18.22 -12.65
H 3.20 18.39 -12.43
H 4.43 17.83 -11.37
H 7.16 18.23 -13.23
H 6.34 18.07 -11.65
C -3.84 12.99 -10.58
O -4.24 13.76 -9.70
N -3.25 13.28 -11.75
N -3.85 11.70 -10.46
H -2.80 14.17 -11.93
H -2.92 12.60 -12.42
H -3.48 11.13 -11.21
H -4.14 11.22 -9.63
C -0.40 20.06 -11.10
O 0.11 20.78 -11.90
N -0.72 18.79 -11.33
N -0.49 20.37 -9.81
H -1.07 18.32 -10.51
H -0.51 18.36 -12.22
H -0.49 21.35 -9.55
H -0.98 19.71 -9.22
C -2.71 16.91 -9.11
O -2.15 17.99 -9.00
N -2.77 15.93 -8.26
N -3.46 16.73 -10.14
H -2.18 16.14 -7.47
H -3.64 15.43 -8.19
H -3.95 15.84 -10.11
H -3.47 17.35 -10.93
C 1.85 17.78 -7.55
O 2.88 17.40 -8.02
N 0.82 17.04 -7.20
N 1.62 18.99 -7.34
H 0.78 16.03 -7.18
H 0.11 17.45 -6.61
H 2.44 19.54 -7.58
H 1.06 19.28 -6.55
C 7.47 17.63 -9.28
C 6.06 17.29 -8.69
O 4.99 17.44 -9.65
H 7.29 18.58 -9.79
H 7.76 16.84 -9.98
H 8.25 17.84 -8.55
H 5.78 17.88 -7.81
H 6.05 16.26 -8.34
H 4.14 17.41 -9.21
C 1.39 18.01 -13.89
C 0.84 18.97 -14.97
O -0.20 19.71 -14.43
H 2.26 17.44 -14.22
H 0.64 17.21 -13.84
H 1.52 18.56 -12.96
H 0.54 18.42 -15.87
H 1.65 19.69 -15.08
H 0.16 20.22 -13.70
C 1.81 8.39 -11.47
C 0.31 8.37 -11.82
O 0.02 8.28 -13.19
H 1.88 8.50 -10.39
H 2.22 9.30 -11.92
H 2.30 7.49 -11.84
H -0.21 9.26 -11.47
H -0.13 7.50 -11.32
H 0.46 7.56 -13.63
C 5.80 9.01 -12.58
C 6.03 9.77 -13.90
O 4.74 10.22 -14.14
H 5.23 8.09 -12.64
H 5.33 9.56 -11.76
H 6.76 8.74 -12.15
H 6.26 9.03 -14.67
H 6.81 10.52 -13.86
H 4.17 9.49 -14.38
C 3.07 11.72 -6.84
C 3.23 13.19 -6.98
O 2.86 13.78 -5.79
H 3.48 11.28 -7.75
H 2.01 11.51 -6.79
H 3.66 11.36 -6.00
H 2.54 13.59 -7.72
H 4.19 13.49 -7.41
H 3.36 14.58 -5.62
C 2.23 14.51 -16.95
C 1.10 14.92 -17.84
O 0.01 14.13 -17.37
H 2.45 13.45 -17.11
H 2.03 14.66 -15.89
H 3.15 14.96 -17.31
H 1.30 14.70 -18.89
H 0.97 15.99 -17.73
H -0.70 14.22 -18.02
C 7.96 12.80 -10.48
C 9.36 12.29 -10.21
O 10.24 12.33 -11.33
H 7.54 12.17 -11.27
H 7.87 13.84 -10.79
H 7.21 12.70 -9.69
H 9.38 11.23 -9.96
H 9.86 12.87 -9.42
H 11.11 12.00 -11.09
C -0.88 10.21 -8.65
C -1.95 9.08 -8.92
O -2.65 8.84 -7.76
H -1.21 11.16 -8.22
H -0.36 10.37 -9.60
H -0.08 9.86 -8.00
H -1.46 8.17 -9.27
H -2.55 9.55 -9.70
H -2.44 7.98 -7.40

Values from the calculation:
- calculated total energy (eV) = -83699.3642
- E_HOMO (spin up / spin down) (Eh) = -0.398 / -0.398
- lowest unoccupied orbital energy (spin up / spin down) (eV) = -1.82 / -6.04
- frontier orbital gap (spin up / spin down) (eV) = 9.02 / 4.80
- 2S+1 = 2
- total charge = +1

These are the Löwdin partial charges, in e, on atoms 1 to 6:
1 C 0.00
2 C -0.37
3 C -0.14
4 C -0.14
5 C -0.09
6 C -0.44

Entry 5:
# C9H14

A cluster of 2 separate species, C9H14 in total in a non-equilibrium geometry (ωB97M-V/def2-TZVPD, the Open Molecules 2025 dataset).

Element x y z (Å)
C 0.23 -1.72 3.58
C -0.61 -2.61 2.68
H -0.30 -0.78 3.77
H 0.40 -2.10 4.58
H 1.17 -1.40 3.13
H -0.04 -3.50 2.41
H -1.57 -2.88 3.09
H -0.73 -2.10 1.72
C -1.49 2.31 -0.10
C 0.90 0.75 -2.58
C 1.20 -0.48 -2.00
C 0.07 1.65 -1.95
C -0.49 1.36 -0.71
C 0.71 -0.72 -0.73
C -0.14 0.18 -0.08
H 1.26 0.99 -3.57
H 1.64 -1.27 -2.59
H -0.22 2.59 -2.39
H 0.92 -1.62 -0.18
H -1.13 2.75 0.84
H -2.37 1.74 0.23
H -0.44 -0.07 0.94
H -1.85 3.06 -0.80

Values from the calculation:
- calculated total energy (eV) = -9559.8730
- E_HOMO (Eh) = -0.332
- lowest unoccupied orbital energy (eV) = 1.01
- frontier orbital gap (eV) = 10.05
- SMILES = Cc1ccccc1.CC
- energy relative to the best compared isomer or geometry (same formula, charge and spin) (kJ/mol) = 29.8
- total charge = 0

These are the natural (NBO) partial charges, in e, on atoms 1 to 6:
1 C -0.61
2 C -0.61
3 H 0.20
4 H 0.21
5 H 0.21
6 H 0.20

Entry 6:
# BrNO3

An isolated molecule of BrNO3 in a non-equilibrium geometry (ωB97M-V/def2-TZVPD, the Open Molecules 2025 dataset).

Element x y z (Å)
N 0.32 0.50 0.07
O 0.31 0.08 1.16
O 0.59 1.59 -0.31
O -0.16 -0.35 -0.95
Br -1.05 -1.83 0.03

Values from the calculation:
- calculated total energy (eV) = -77669.1173
- E_HOMO (Eh) = -0.415
- lowest unoccupied orbital energy (eV) = -2.27
- frontier orbital gap (eV) = 9.03
- SMILES = O=[N+]([O-])OBr
- energy relative to the best compared isomer or geometry (same formula, charge and spin) (kJ/mol) = 27.8
- total charge = 0

Here is what natural (NBO) gives for the atomic charges, in e:
1 N 0.72
2 O -0.33
3 O -0.33
4 O -0.40
5 Br 0.34

Among the records above, which one has the lowest calculated total energy? C46H38N9O5STi